Record 1
Here is a 2-piece molecular cluster, C30H41Cl2N5O11PS overall from the Open Molecules 2025 dataset. Energies are from ωB97M-V/def2-TZVPD.

Last column: Löwdin charge in e.
Element x y z (Å)
O  0.60  -5.62  -3.21  0.074
C  -2.47  2.24  0.24  -0.275
C  2.82  0.56  -0.07  0.019
H  2.24  4.28  -0.93  0.126
C  6.35  0.43  1.39  -0.702
O  1.37  -3.40  1.53  -0.215
C  0.54  0.83  -4.02  -0.251
H  1.84  -3.36  -2.53  0.114
O  -3.36  2.78  5.28  0.070
H  3.19  -4.93  0.41  0.118
H  2.17  -0.47  -4.46  0.122
H  3.67  -0.46  2.21  0.100
H  -1.83  1.38  0.50  0.103
O  -4.19  0.87  4.49  0.075
H  0.56  -3.62  -4.77  0.129
N  1.95  -1.34  -1.86  0.050
H  1.09  0.30  2.45  0.112
H  -4.45  2.79  7.06  0.141
H  0.60  -5.96  -2.31  0.110
H  7.28  0.72  -0.56  0.097
C  1.75  3.31  -1.12  -0.145
C  2.61  0.92  -1.39  -0.050
H  -3.54  1.01  -1.28  0.082
H  3.03  2.59  -2.81  0.119
H  -0.38  -1.47  -3.55  0.092
H  5.67  -0.13  -0.60  0.068
C  6.60  0.02  -0.05  -0.078
C  3.29  1.61  0.94  -0.405
H  -0.26  0.52  -3.35  0.098
O  3.03  -4.23  -0.25  -0.074
C  2.56  -0.76  0.36  -0.093
H  3.10  -2.09  2.02  0.107
H  1.97  -2.21  -3.82  0.126
H  1.44  2.93  -0.14  0.100
N  0.36  1.52  -5.06  0.137
C  -5.61  -2.49  -0.99  -0.206
O  4.64  1.95  0.79  0.012
N  1.23  -1.26  3.73  0.132
H  -5.38  3.10  5.58  0.140
O  2.57  2.10  1.76  0.191
C  -0.65  2.55  -1.51  -0.210
C  -0.54  -4.86  -3.40  -0.506
C  2.85  2.38  -1.75  -0.080
C  2.82  -1.05  1.83  -0.102
H  -6.52  0.60  6.92  0.093
C  5.42  1.31  1.73  -0.733
P  1.74  -3.38  0.12  0.512
C  -0.01  -2.38  -3.07  -0.123
H  -4.09  0.46  6.50  0.162
C  -5.11  -0.82  0.27  -0.658
H  1.84  -2.08  3.82  0.056
H  -6.21  -0.50  5.57  0.092
H  0.16  4.54  -1.90  0.116
Cl  5.19  1.69  3.43  0.742
C  -4.73  1.03  5.81  -0.329
H  7.13  -0.94  -0.03  0.072
C  -3.74  1.64  -0.41  -0.449
H  -1.17  2.20  -2.42  0.089
H  3.78  2.66  -1.23  0.120
H  -1.37  4.14  -0.14  0.117
H  -4.39  2.46  -0.75  0.079
C  1.97  0.32  -3.73  -0.063
H  -0.28  -3.68  -0.35  0.108
C  2.18  -0.09  -2.29  -0.088
C  -4.56  2.51  6.01  -0.091
N  -5.54  -1.79  0.99  0.008
O  0.52  -4.10  -0.69  -0.118
C  1.61  -0.63  2.71  -0.215
H  -2.80  2.70  1.19  0.083
H  -2.51  3.61  -1.39  0.113
O  -5.14  -1.25  -1.03  0.021
C  -3.28  1.84  4.30  -0.560
H  -6.81  1.12  5.25  0.091
C  1.52  -2.36  -2.84  -0.102
H  -1.16  -3.28  -4.71  0.134
C  0.48  3.50  -1.99  -0.171
H  -0.26  1.69  -0.95  0.098
N  -5.87  -2.86  0.22  0.051
H  0.73  3.33  -3.04  0.089
Cl  7.37  -0.34  2.58  0.693
C  -0.30  -3.53  -4.09  -0.071
H  -0.58  -2.51  -2.15  0.114
C  -6.15  0.54  5.90  -0.018
O  -1.60  -5.29  -3.06  0.137
O  -2.50  1.88  3.40  0.129
S  -4.64  0.74  0.91  1.029
H  2.62  1.15  -4.02  0.118
H  -0.63  1.75  -5.12  0.075
H  -5.78  -3.16  -1.82  0.133
C  2.10  -1.69  -0.54  -0.084
C  -1.76  3.26  -0.67  -0.174

The HOMO energy comes out at -10.46 eV. The calculation puts the HOMO-LUMO gap at 5.776 eV. For the energy relative to the best compared isomer or geometry (same formula, charge and spin), the calculation gives 0.0000 eV. As for the net charge: +1.

Record 2
Here is C30H41IrN8P as an isolated structure from the Open Molecules 2025 dataset. Energies are from ωB97M-V/def2-TZVPD.

Last column: Löwdin charge in e.
Element x y z (Å)
H  -0.79  -7.18  -2.14  0.100
H  2.22  3.99  0.05  0.119
C  -0.83  -6.11  -1.93  -0.042
H  0.62  -2.61  2.59  0.056
C  0.63  -1.86  3.38  -0.347
H  -1.61  -5.14  1.78  0.115
C  1.19  -3.68  -1.03  -0.169
H  1.67  -1.57  3.53  0.087
C  2.24  1.19  0.29  -0.188
C  -2.41  -0.06  4.58  -0.094
H  -0.42  -6.34  0.19  0.122
H  2.32  5.93  -0.39  0.108
H  -2.78  -3.92  1.29  0.090
H  -3.50  -0.08  4.65  0.097
H  -2.09  0.95  4.84  0.080
C  4.15  -0.68  0.23  -0.032
N  -2.18  0.11  -0.02  -0.047
H  3.34  -3.53  -0.89  0.094
C  1.13  2.18  0.25  -0.178
H  -2.35  -1.46  2.93  0.082
H  -1.74  8.61  -0.07  0.126
H  2.14  2.16  4.27  0.101
C  -1.19  2.30  0.14  -0.162
H  -2.97  -1.76  -0.43  0.113
H  -5.28  -0.83  -0.86  0.139
N  -0.86  -2.43  0.64  -0.081
C  1.38  6.46  -0.31  0.007
C  2.53  -4.04  -0.38  -0.063
C  -2.41  1.45  0.00  -0.164
H  4.92  -1.44  0.20  0.140
H  3.90  2.54  0.13  0.141
H  -0.95  -2.85  4.53  0.081
C  -1.97  -4.56  0.93  0.032
H  2.50  -2.07  0.43  0.054
N  0.30  8.59  -0.35  0.113
H  2.74  -5.10  -0.46  0.090
C  -0.98  6.60  -0.01  0.005
C  0.09  4.34  0.01  -0.063
H  -2.06  4.21  -0.18  0.120
H  -2.02  -0.74  5.33  0.071
H  1.20  -3.99  -2.07  0.136
H  2.31  1.46  2.67  0.040
C  0.05  -2.44  4.67  -0.095
H  2.49  0.45  4.10  0.084
H  -3.91  2.98  -0.13  0.140
H  1.00  -2.61  -1.00  0.079
C  -0.03  -5.82  -0.67  -0.167
H  -0.14  1.89  3.37  0.100
C  -3.19  -0.70  -0.35  -0.052
C  3.57  1.51  0.19  -0.014
H  -1.88  -5.83  -1.83  0.075
C  1.93  1.27  3.67  -0.088
H  0.12  0.77  4.71  0.099
H  2.33  8.37  -0.59  0.126
H  -1.70  -2.29  1.17  -0.004
H  0.99  -6.17  -0.81  0.118
H  -2.50  0.23  2.45  0.067
N  0.06  -4.36  -0.38  -0.047
H  2.55  -3.79  0.68  0.079
C  1.39  7.84  -0.43  -0.087
C  0.17  5.81  -0.11  -0.168
H  0.03  -1.72  5.48  0.080
C  -1.15  3.66  0.00  0.095
C  -3.69  1.92  -0.19  -0.007
C  1.24  3.54  0.10  0.099
H  0.70  -3.26  5.00  0.096
C  -4.46  -0.18  -0.59  -0.035
H  -0.42  -5.59  -2.79  0.084
H  -1.96  6.18  0.19  0.109
N  1.86  -0.11  0.39  -0.041
H  -2.39  -5.25  0.21  0.089
C  0.42  1.01  3.68  -0.331
C  -2.00  -0.44  3.15  -0.348
N  -4.71  1.11  -0.47  0.158
N  4.53  0.58  0.16  0.160
N  -0.07  1.59  0.33  -0.053
C  -0.86  7.98  -0.14  -0.088
Ir  -0.21  -0.39  0.52  1.212
P  -0.22  -0.40  2.74  0.873
C  2.81  -1.04  0.35  -0.062
C  -0.84  -3.74  0.35  -0.365

The HOMO energy comes out at -16.23 eV. The calculation puts the HOMO-LUMO gap at 5.793 eV. As for the net charge: +3.

Record 3
Here is C30H41O6S2SbSi3Tl as an isolated structure from the Open Molecules 2025 dataset. Energies are from ωB97M-V/def2-TZVPD.

Last column: Löwdin charge in e.
Element x y z (Å)
C  -3.71  2.94  1.38  -0.016
O  -0.35  3.49  0.02  -0.281
H  2.12  -2.79  2.32  0.023
Si  3.96  -1.16  2.43  0.276
C  2.83  2.02  1.60  -0.397
C  -3.98  3.14  0.02  -0.172
H  4.67  1.86  2.69  0.071
H  7.37  2.81  0.07  0.027
H  6.31  -0.45  2.91  0.024
C  -2.86  3.14  -5.09  -0.112
C  5.33  1.85  -2.02  -0.249
H  1.28  -1.17  -4.14  0.024
H  5.94  -2.03  3.63  0.025
H  2.63  -0.44  -3.25  0.010
H  3.98  -1.73  5.18  0.073
C  1.47  3.92  2.26  -0.062
H  -5.29  5.62  2.71  0.089
C  -4.93  4.93  1.96  -0.112
C  -5.23  5.13  0.62  -0.102
H  3.58  -0.10  5.74  0.084
C  1.63  -0.87  -3.15  -0.248
H  -0.37  -3.57  -2.81  0.004
H  7.63  0.00  -1.27  0.027
H  4.34  3.86  4.04  0.101
C  6.54  2.44  0.69  -0.229
C  6.87  -0.30  -0.54  -0.233
H  5.01  1.07  -2.71  0.016
H  7.37  -0.55  0.39  0.008
H  6.27  -1.90  1.90  0.017
H  1.05  -3.93  -3.80  0.021
Sb  3.31  0.27  0.39  1.193
H  6.39  -1.20  -0.92  0.013
C  2.43  4.33  3.16  -0.078
H  -2.76  4.57  -2.02  0.114
C  3.77  2.44  2.54  -0.171
H  3.71  -3.48  -2.89  0.024
H  3.67  -3.69  -1.14  0.006
H  2.27  5.22  3.76  0.100
H  2.29  -1.23  5.31  0.085
H  6.24  2.31  -2.43  0.024
H  -5.84  5.97  0.32  0.093
S  0.14  0.24  3.02  0.833
C  -3.32  2.53  -2.39  -0.175
H  -3.93  3.65  3.37  0.100
C  3.58  3.57  3.32  -0.081
H  -2.69  3.38  -6.13  0.090
C  3.21  -2.86  2.28  -0.189
S  0.24  2.28  0.54  0.431
C  3.29  -0.89  5.05  -0.144
C  -4.76  4.25  -0.34  -0.047
C  -4.17  3.82  2.33  -0.081
C  -3.51  2.17  -0.98  -0.150
Si  5.65  1.13  -0.31  0.327
Si  1.69  -2.36  -1.99  0.440
Tl  -0.82  -1.14  -0.39  0.844
H  4.17  -2.14  -1.84  -0.013
C  0.70  -3.77  -2.78  -0.273
H  -3.11  2.09  1.67  0.100
O  -1.10  0.00  3.70  -0.403
C  5.80  -1.40  2.74  -0.200
H  0.84  -4.70  -2.22  0.016
H  4.55  2.61  -2.00  0.028
H  -2.39  5.12  -4.38  0.096
O  3.30  -0.37  3.74  -0.351
O  0.67  1.29  -0.44  -0.500
C  -3.45  1.55  -3.38  -0.027
C  -3.23  0.87  -0.58  -0.250
O  -0.63  1.65  1.58  -0.468
H  3.48  -3.34  1.34  0.016
C  1.66  2.77  1.49  -0.309
H  3.55  -3.51  3.10  0.030
C  -3.23  1.86  -4.71  -0.097
C  -3.04  -0.31  -0.25  -0.192
H  0.98  -0.07  -2.79  -0.002
H  -5.02  4.40  -1.38  0.106
H  0.55  4.47  2.13  0.114
C  3.48  -2.98  -1.95  -0.254
C  -2.93  3.82  -2.78  -0.040
C  -2.71  4.12  -4.11  -0.093
O  0.53  -0.78  2.05  -0.582
H  5.90  3.28  0.95  0.020
H  -3.72  0.55  -3.09  0.108
H  6.97  2.04  1.61  0.020
H  -3.34  1.09  -5.47  0.095

The HOMO energy (spin up / spin down) comes out at -3.70 / -3.70 eV. The calculation puts the HOMO-LUMO gap (spin up / spin down) at 5.664 / 5.820 eV. For the energy relative to the best compared isomer or geometry (same formula, charge and spin), the calculation gives 0.9562 eV. As for the net charge: -1.

Listing E for the structures above in their given order: -106910.20685 -55800.97609 -100595.90892 eV.